Record 1
Computed, not measured: 9 unconnected molecules or ions with the total composition C36H96N8O10S in a non-equilibrium geometry, with ωB97M-V/def2-TZVPD.

Atoms and positions in Å:
O 2.7952 -1.0764 -6.3386
S 2.7581 -2.4933 -5.9030
O 2.2211 -3.5788 -6.6649
C 4.4462 -3.0129 -5.5390
C 4.6335 -3.0899 -4.0310
C 3.2867 -3.4331 -3.3420
C 2.2089 -2.5193 -4.0769
H 5.0837 -2.3198 -6.0879
H 4.7456 -3.9518 -6.0047
H 5.4196 -3.8396 -3.9408
H 5.0579 -2.1178 -3.7803
H 3.4821 -3.2196 -2.2911
H 2.9871 -4.4269 -3.6749
H 2.2814 -1.4930 -3.7170
H 1.1548 -2.7779 -3.9761
C -2.7666 -0.2593 -0.4754
O -1.4290 -0.3879 -0.0309
C -0.4606 -0.3868 -1.1095
C 0.9366 -0.1401 -0.4624
C 1.1379 1.2795 0.1332
N 1.9157 -0.5734 -1.3695
H -2.8335 -0.8209 -1.4072
H -3.0859 0.7332 -0.7933
H -3.5467 -0.6008 0.2050
H -0.3864 -1.4128 -1.4700
H -0.5934 0.3535 -1.8984
H 1.0639 -0.7691 0.4187
H 2.1957 1.2908 0.3962
H 0.4842 1.3786 0.9997
H 0.7456 2.0490 -0.5316
H 2.0296 -1.5769 -1.3538
H 2.7335 -0.2089 -0.9021
C 3.9545 3.5763 -0.6677
O 4.3302 4.7607 0.0387
C 5.7622 5.1075 -0.1238
C 6.6567 5.4647 1.1100
C 6.4625 6.9010 1.5808
N 8.1025 5.3803 0.6643
H 4.0249 3.6818 -1.7503
H 2.9051 3.3914 -0.4382
H 4.4283 2.6287 -0.4114
H 6.1919 4.2684 -0.6709
H 5.8031 5.9841 -0.7703
H 6.5320 4.7243 1.9001
H 5.4183 7.0115 1.8730
H 6.6774 7.6070 0.7786
H 6.9797 7.2870 2.4592
H 8.2869 5.7583 -0.2540
H 8.5945 5.9624 1.3269
C 1.4428 2.6137 -3.2429
O 2.4137 2.2543 -4.2646
C 1.7914 2.0987 -5.4830
C 2.7850 2.1601 -6.5717
C 2.3688 1.6143 -7.9614
N 4.0598 1.4262 -6.1735
H 1.9518 2.8521 -2.3090
H 0.7932 1.7671 -3.0203
H 0.6928 3.3767 -3.4509
H 1.2504 1.1525 -5.4973
H 1.2864 3.0473 -5.6650
H 3.0900 3.1970 -6.7132
H 3.2430 1.2931 -8.5277
H 1.8343 2.3110 -8.6070
H 1.7772 0.7004 -7.9072
H 3.8658 0.4356 -6.1408
H 4.0291 1.5273 -5.1691
C -1.9592 0.1819 3.1200
O -1.6396 -1.1045 3.6774
C -2.7490 -1.8188 4.1365
C -3.7255 -1.2774 5.1926
C -3.0157 -0.8813 6.4714
N -4.8309 -2.2213 5.2584
H -1.0556 0.5203 2.6131
H -2.1578 0.8662 3.9449
H -2.7266 -0.0039 2.3686
H -3.1995 -2.4264 3.3516
H -2.2451 -2.6756 4.5838
H -4.1754 -0.4561 4.6348
H -2.6761 -1.7369 7.0552
H -3.8318 -0.4460 7.0481
H -2.1467 -0.2389 6.3292
H -4.4022 -2.9774 5.7729
H -5.6422 -1.8578 5.7376
C -4.4474 -7.3276 -3.5059
O -3.9481 -6.0162 -3.2704
C -5.0343 -5.1148 -3.0140
C -4.5152 -3.6491 -2.9525
C -5.3908 -2.6958 -2.1206
N -4.4180 -3.1276 -4.2445
H -4.8494 -7.8099 -2.6149
H -3.5974 -8.0080 -3.5569
H -5.1892 -7.4560 -4.2942
H -5.7584 -5.2660 -3.8145
H -5.6034 -5.4650 -2.1528
H -3.5077 -3.7337 -2.5453
H -6.3584 -2.6239 -2.6172
H -5.0721 -1.6552 -2.0597
H -5.4843 -2.9794 -1.0723
H -3.8553 -2.2996 -4.1108
H -3.8369 -3.7161 -4.8242
C 5.2773 1.4546 6.5010
O 4.7531 2.0169 5.2831
C 3.3408 2.2456 5.1797
C 3.0507 2.5261 3.6643
C 3.5980 3.9074 3.2240
N 1.5602 2.6628 3.5100
H 5.4077 2.1866 7.2981
H 6.2195 0.9080 6.5391
H 4.5588 0.6792 6.7668
H 2.6700 1.4879 5.5846
H 3.2505 3.1104 5.8371
H 3.1417 1.6888 2.9723
H 2.9827 4.7246 3.6003
H 3.6553 4.0264 2.1421
H 4.5821 4.0985 3.6520
H 1.2282 3.3278 4.1939
H 1.1922 1.7427 3.7050
C -0.2037 -5.5349 4.4280
O 0.8270 -6.2147 3.5870
C 0.5495 -6.0500 2.1745
C 0.5549 -4.5758 1.7773
C 0.2383 -4.5177 0.2750
N 1.7827 -3.8134 2.1714
H -0.0762 -5.8301 5.4695
H -1.2439 -5.4575 4.1118
H -0.1219 -4.4481 4.4080
H 1.3604 -6.4661 1.5766
H -0.3734 -6.5559 1.8910
H -0.2601 -3.9852 2.1956
H 0.2899 -3.4917 -0.0893
H -0.7046 -5.0238 0.0677
H 0.9650 -4.9991 -0.3795
H 2.1298 -4.1069 3.0733
H 1.4583 -2.8690 2.3230
C -4.8352 2.6188 1.4551
O -5.9768 3.4530 1.6184
C -7.0513 3.2649 0.6383
C -8.2398 4.1618 1.1384
C -8.6595 3.7038 2.4886
N -9.2656 4.0142 0.2192
H -4.4458 2.5956 0.4373
H -5.0375 1.6188 1.8387
H -3.9260 2.9835 1.9332
H -6.7748 3.5183 -0.3852
H -7.3068 2.2053 0.6431
H -8.1572 5.2452 1.2247
H -8.8018 2.6232 2.4699
H -9.4678 4.2291 2.9973
H -7.8314 3.9340 3.1588
H -10.1889 4.0656 0.6254
H -9.1176 4.4870 -0.6609

frontier orbital gap: 9.1 eV
2S+1: 1
maximum force: 3.75 eV/Å
SMILES: O=S1(=O)CCCC1.COC[C@H](C)N.COC[C@H](C)N.COC[C@H](C)N.COC[C@H](C)N.COC[C@H](C)N.COC[C@H](C)N.COC[C@H](C)N.COC[C@H](C)N
calculated total energy: -82108.7768 eV

=====

Record 2
Computed, not measured: 11 unconnected molecules or ions with the total composition C36H96O38P8 in a non-equilibrium geometry, with ωB97M-V/def2-TZVPD.

Atoms and positions in Å:
C 6.9956 5.8454 -25.8742
O 7.4141 6.7662 -26.9159
P 7.2305 8.3893 -26.7860
O 7.7143 9.0004 -25.4954
O 8.1113 8.8510 -28.0754
C 8.0657 10.2085 -28.5781
O 5.6944 8.7295 -27.3085
C 5.2071 8.1373 -28.5014
H 5.9157 5.8914 -25.7338
H 7.5872 6.0683 -24.9862
H 7.3996 4.8652 -26.1272
H 8.9749 10.7494 -28.3159
H 7.2568 10.8133 -28.1682
H 7.9833 10.2524 -29.6641
H 5.8700 7.6007 -29.1803
H 4.8676 8.9686 -29.1192
H 4.2870 7.5610 -28.4050
C 8.6529 11.4550 -17.9481
O 9.9506 11.0763 -17.5096
P 10.1627 9.6250 -16.8408
O 9.5013 9.4588 -15.5157
O 11.7499 9.4405 -16.9723
C 12.2603 8.1753 -16.4939
O 9.6393 8.5812 -18.0303
C 10.2985 8.4269 -19.2352
H 8.3269 12.3835 -17.4794
H 7.9315 10.6858 -17.6723
H 8.6481 11.6542 -19.0197
H 13.2057 7.9143 -16.9694
H 11.5976 7.3316 -16.6865
H 12.4561 8.1527 -15.4218
H 10.7020 7.4144 -19.2199
H 11.0842 9.1733 -19.3518
H 9.5216 8.5710 -19.9861
C 14.3910 7.2169 -19.6665
O 14.0162 6.2431 -18.6909
P 15.1013 5.4059 -17.7716
O 14.4920 4.3757 -16.9517
O 15.9411 6.5638 -16.9259
C 17.0209 6.1394 -16.1271
O 16.1720 4.8560 -18.8280
C 15.7592 4.3299 -20.0983
H 14.1386 8.1868 -19.2378
H 13.8338 7.0949 -20.5953
H 15.4710 7.1640 -19.8040
H 17.1962 5.0650 -16.1803
H 16.8775 6.3142 -15.0608
H 17.9017 6.6404 -16.5287
H 14.7137 4.0629 -20.2523
H 16.3609 3.4537 -20.3396
H 15.9717 5.1016 -20.8382
C 12.0451 9.7118 -29.1943
O 13.0810 9.6538 -28.2050
P 13.5773 10.9702 -27.4343
O 14.6872 10.6986 -26.4645
O 13.9576 11.9611 -28.6868
C 14.5223 13.2527 -28.4679
O 12.2223 11.5991 -26.7654
C 11.3567 10.8178 -25.9518
H 11.4708 10.6354 -29.2666
H 11.3340 8.9482 -28.8792
H 12.3933 9.4065 -30.1811
H 13.9001 13.9198 -29.0644
H 15.5927 13.2746 -28.6730
H 14.4107 13.6836 -27.4729
H 11.8352 9.8678 -25.7136
H 10.4718 10.6576 -26.5678
H 11.0876 11.2721 -24.9983
C 14.9950 0.4943 -24.6880
O 14.5844 0.7671 -23.3421
P 14.0817 2.2736 -22.9892
O 14.9583 3.3668 -23.3921
O 12.6345 2.3192 -23.7371
C 12.0044 3.5709 -23.9153
O 13.6649 2.0881 -21.4026
C 12.9036 0.9423 -20.9970
H 14.9317 1.3419 -25.3704
H 14.3178 -0.2771 -25.0546
H 16.0331 0.1742 -24.7781
H 12.6020 4.2224 -24.5528
H 11.8643 4.0263 -22.9349
H 11.0650 3.4064 -24.4431
H 12.1656 0.6232 -21.7329
H 12.3400 1.2214 -20.1068
H 13.5824 0.1609 -20.6552
C 15.3105 11.4638 -21.3125
O 15.6748 12.1441 -20.1292
P 14.6741 13.3049 -19.5102
O 14.1604 14.2165 -20.5186
O 13.4988 12.5150 -18.7599
C 13.7754 11.4602 -17.8615
O 15.6558 13.9717 -18.3799
C 15.1941 14.8620 -17.4153
H 15.5867 10.4113 -21.2500
H 15.7301 11.8975 -22.2202
H 14.2510 11.3743 -21.5524
H 14.8171 11.3911 -17.5479
H 13.6062 10.4468 -18.2255
H 13.1851 11.5480 -16.9494
H 14.2363 15.2698 -17.7386
H 15.9408 15.6537 -17.3539
H 15.0737 14.3486 -16.4614
C 17.7114 5.3953 -23.2395
O 18.3711 6.4064 -22.5049
P 18.0154 7.9626 -22.6141
O 16.6796 8.3349 -21.9825
O 19.2690 8.6641 -21.8507
C 20.5231 8.6318 -22.4378
O 18.1320 8.4580 -24.1369
C 17.6215 9.7602 -24.4658
H 18.5697 5.1468 -23.8636
H 16.9162 5.8100 -23.8591
H 17.3689 4.5675 -22.6187
H 20.8575 9.6654 -22.3490
H 20.6490 8.4161 -23.4988
H 21.2248 8.0256 -21.8649
H 17.3567 10.3565 -23.5927
H 16.8177 9.5692 -25.1769
H 18.4114 10.1917 -25.0806
C 8.7185 5.3046 -21.2374
O 7.8618 5.4306 -22.3288
P 6.3558 6.0975 -22.1173
O 5.3889 5.9628 -23.2586
O 5.9456 5.2031 -20.8043
C 4.5552 5.0729 -20.3690
O 6.5901 7.5012 -21.4788
C 6.4522 8.7278 -22.2086
H 9.7474 5.3757 -21.5902
H 8.5341 4.3822 -20.6868
H 8.6126 6.1094 -20.5099
H 3.8965 5.4035 -21.1721
H 4.5303 5.7980 -19.5555
H 4.1741 4.0673 -20.1910
H 5.8288 9.4000 -21.6190
H 6.0947 8.6810 -23.2373
H 7.4107 9.2465 -22.2299
C 16.7414 7.7971 -27.8862
C 16.8028 6.9021 -29.1519
O 16.3939 7.6000 -30.2871
C 16.0673 6.9341 -31.4460
C 15.9041 7.8354 -32.6869
O 15.9618 5.7075 -31.5342
H 17.4725 8.6047 -27.9237
H 17.0529 7.2429 -27.0008
H 15.7327 8.1875 -27.7511
H 17.8078 6.5117 -29.3121
H 16.1196 6.0609 -29.0352
H 16.2230 8.8379 -32.4016
H 14.8586 7.8123 -32.9944
H 16.5572 7.4267 -33.4579
C 10.7310 6.5307 -26.4505
C 10.6792 5.2067 -27.2961
O 9.5850 5.0169 -28.1994
C 9.5725 5.6484 -29.4078
C 8.2363 5.5537 -30.1360
O 10.4986 6.2344 -29.9975
H 11.5576 6.5583 -25.7405
H 9.8234 6.6603 -25.8609
H 10.9371 7.4462 -27.0050
H 11.5801 5.0280 -27.8831
H 10.6583 4.3507 -26.6215
H 8.0842 4.6475 -30.7223
H 8.0576 6.3792 -30.8250
H 7.4488 5.5936 -29.3834
C 14.2099 7.8930 -24.5190
C 13.8099 8.7242 -23.2563
O 12.3886 8.9156 -23.2095
C 11.5746 7.9081 -22.9916
C 10.1728 8.3657 -23.0792
O 11.9249 6.7503 -22.7653
H 13.9191 8.3230 -25.4774
H 13.7492 6.9074 -24.5844
H 15.2783 7.7526 -24.6834
H 14.1333 8.2386 -22.3356
H 14.3735 9.6529 -23.3456
H 9.9648 8.8845 -24.0150
H 9.9412 9.0549 -22.2672
H 9.4428 7.5624 -22.9798

frontier orbital gap: 10.6 eV
2S+1: 1
energy relative to the best compared isomer or geometry (same formula, charge and spin): 89.8 kcal per mole
maximum force: 4.09 eV/Å
SMILES: COP(=O)(OC)OC.COP(=O)(OC)OC.COP(=O)(OC)OC.COP(=O)(OC)OC.COP(=O)(OC)OC.COP(=O)(OC)OC.COP(=O)(OC)OC.COP(=O)(OC)OC.CCOC(C)=O.CCOC(C)=O.CCOC(C)=O
calculated total energy: -191020.7098 eV

=====

- Which of these has the highest calculated total energy?
  C36H96N8O10S

=====

- maximum force of number 1 (C36H96N8O10S)?
  3.75 eV/Å